No. 1
{"formula": "CH12Na4O9", "method": "ωB97M-V/def2-TZVPD", "e_lumo_ev": -8.5271, "relative_energy_kcal_mol": 196.7, "charge": 2, "homo_lumo_gap_ev": 3.242, "symbols": ["Na", "Na", "Na", "Na", "C", "O", "O", "O", "O", "H", "H", "O", "H", "H", "O", "H", "H", "O", "H", "H", "O", "H", "H", "O", "H", "H"], "xyz": [[3.340, 4.059, -0.131], [-0.684, 4.356, -2.712], [-0.906, 4.416, 2.164], [3.616, 0.425, -2.820], [0.218, 0.938, -0.299], [0.439, -0.277, -0.323], [-0.617, 1.458, 0.404], [0.893, 1.713, -0.997], [-1.268, -2.946, 2.384], [-0.755, -2.418, 1.773], [-0.785, -3.770, 2.454], [-3.952, 1.351, 2.921], [-3.049, 1.170, 2.660], [-4.484, 0.803, 2.344], [-1.250, -3.827, -1.504], [-0.740, -3.093, -1.163], [-1.838, -3.432, -2.149], [2.979, -3.182, -0.750], [2.233, -2.584, -0.697], [3.707, -2.691, -0.368], [0.504, 1.191, 3.875], [0.733, 2.066, 4.189], [0.221, 1.326, 2.971], [0.243, 0.719, -4.902], [0.922, 1.235, -5.337], [0.283, 0.993, -3.986]], "mulliken_charge": [0.842, 0.900, 0.918, 0.929, 0.646, -0.617, -0.680, -0.960, -0.622, 0.302, 0.319, -0.641, 0.320, 0.327, -0.620, 0.327, 0.301, -0.620, 0.336, 0.287, -0.574, 0.257, 0.317, -0.591, 0.295, 0.302]}

No. 2
{"formula": "CH12Na6O9", "method": "ωB97M-V/def2-TZVPD", "e_lumo_ev": -15.4007, "relative_energy_kcal_mol": 0.0, "charge": 4, "homo_lumo_gap_ev": 6.106, "symbols": ["Na", "Na", "Na", "Na", "Na", "Na", "C", "O", "O", "O", "O", "H", "H", "O", "H", "H", "O", "H", "H", "O", "H", "H", "O", "H", "H", "O", "H", "H"], "xyz": [[0.388, -2.200, 3.833], [-2.037, 0.166, 2.521], [2.823, -1.463, 1.847], [1.208, 2.761, 0.038], [0.934, 0.981, 3.434], [-0.951, 1.079, -2.187], [0.457, -0.257, 0.690], [1.330, -0.810, -0.041], [0.293, -0.801, 1.861], [-0.231, 0.779, 0.379], [-2.991, -0.831, 0.405], [-2.313, -1.430, 0.058], [-3.751, -1.414, 0.588], [0.065, -1.286, -2.689], [0.592, -1.312, -1.881], [0.717, -1.268, -3.409], [-1.034, 3.220, -1.270], [-1.412, 3.335, -0.390], [-1.423, 3.951, -1.792], [1.744, -3.584, -0.490], [1.764, -3.667, -1.454], [1.372, -2.718, -0.326], [-3.209, 2.081, 0.778], [-2.553, 2.594, 1.269], [-2.710, 1.510, 0.180], [3.832, 0.048, -0.953], [2.936, -0.181, -0.658], [4.159, 0.718, -0.336]], "mulliken_charge": [1.017, 0.885, 0.947, 0.968, 1.028, 0.956, 0.263, -0.653, -0.854, -0.797, -0.568, 0.348, 0.321, -0.663, 0.301, 0.349, -0.565, 0.323, 0.296, -0.662, 0.339, 0.344, -0.547, 0.295, 0.279, -0.570, 0.316, 0.305]}

No. 3
{"formula": "CH12O5", "method": "ωB97M-V/def2-TZVPD", "e_lumo_ev": 0.5506, "relative_energy_kcal_mol": 5.3, "homo_lumo_gap_ev": 10.736, "smiles": "CO.O.O.O.O", "symbols": ["C", "O", "H", "H", "H", "H", "O", "H", "H", "O", "H", "H", "O", "H", "H", "O", "H", "H"], "xyz": [[1.511, 1.351, -0.115], [1.474, 0.135, -0.925], [0.655, 1.959, -0.318], [1.708, 1.088, 0.922], [2.496, 1.819, -0.431], [0.549, -0.092, -1.165], [1.359, -2.280, 0.593], [1.987, -2.827, 0.117], [1.401, -1.403, 0.165], [-2.058, 1.455, 0.328], [-1.709, 0.844, 1.011], [-3.007, 1.383, 0.495], [-1.142, -0.375, -1.447], [-0.931, -0.118, -2.352], [-1.648, 0.388, -1.079], [-0.945, -0.728, 1.486], [-0.823, -1.455, 2.102], [-0.880, -1.144, 0.613]], "mulliken_charge": [-0.516, -0.614, 0.281, 0.224, 0.230, 0.417, -0.658, 0.278, 0.416, -0.680, 0.421, 0.290, -0.754, 0.331, 0.398, -0.661, 0.303, 0.295]}

No. 4
{"formula": "CH12O5", "method": "ωB97M-V/def2-TZVPD", "e_lumo_ev": 0.0560, "relative_energy_kcal_mol": 21.8, "homo_lumo_gap_ev": 11.043, "smiles": "CO.O.O.O.O", "symbols": ["C", "O", "H", "H", "H", "H", "O", "H", "H", "O", "H", "H", "O", "H", "H", "O", "H", "H"], "xyz": [[-2.189, 0.591, -0.277], [-0.893, -0.054, -0.570], [-2.480, 1.385, -0.958], [-2.858, -0.258, -0.236], [-1.998, 1.065, 0.684], [-0.950, -0.312, -1.491], [0.214, 1.421, 1.759], [0.386, 1.362, 0.810], [0.289, 0.524, 2.066], [2.130, 1.330, -1.677], [1.346, 0.885, -2.003], [1.802, 2.226, -1.603], [-1.065, -2.344, 1.347], [-1.137, -3.055, 0.714], [-0.792, -1.584, 0.864], [2.617, -0.976, 0.562], [3.202, -0.468, 0.001], [2.375, -1.737, 0.007]], "mulliken_charge": [-0.588, -0.468, 0.320, 0.280, 0.274, 0.229, -0.637, 0.318, 0.315, -0.594, 0.292, 0.300, -0.633, 0.290, 0.313, -0.607, 0.302, 0.295]}

No. 5
{"formula": "CH13LiO6", "method": "ωB97M-V/def2-TZVPD", "e_lumo_ev": -1.2250, "relative_energy_kcal_mol": 41.4, "homo_lumo_gap_ev": 7.660, "symbols": ["Li", "C", "O", "H", "H", "H", "O", "H", "H", "O", "H", "H", "O", "H", "H", "O", "H", "H", "O", "H", "H"], "xyz": [[-0.532, 0.638, -2.037], [-0.608, 0.038, 0.466], [0.507, 0.611, -0.127], [-1.011, -0.665, -0.398], [-1.285, 0.717, 0.605], [-0.202, -0.536, 1.245], [3.001, 1.606, -0.140], [2.099, 1.329, -0.096], [3.187, 1.478, 0.806], [-1.528, -3.632, -1.428], [-0.827, -3.897, -0.887], [-1.576, -2.624, -1.243], [0.385, 1.649, 2.533], [0.310, 0.975, 3.230], [0.179, 1.354, 1.609], [1.889, -2.001, 0.364], [2.045, -1.744, -0.582], [1.256, -1.255, 0.715], [-2.078, 1.884, -1.627], [-2.875, 1.773, -2.160], [-2.335, 2.301, -0.849]], "mulliken_charge": [0.848, -0.457, -0.913, -0.623, 0.425, 0.636, -0.660, 0.411, 0.320, -0.664, 0.330, 0.266, -0.683, 0.290, 0.388, -0.650, 0.301, 0.414, -0.570, 0.325, 0.267]}

No. 6
{"formula": "CH13N2O4", "method": "ωB97M-V/def2-TZVPD", "e_lumo_ev": -2.6919, "relative_energy_kcal_mol": 9.3, "charge": 1, "homo_lumo_gap_ev": 11.926, "symbols": ["N", "C", "N", "H", "H", "H", "H", "H", "H", "H", "O", "H", "H", "O", "H", "H", "O", "H", "H", "O"], "xyz": [[-0.172, -3.477, -0.624], [-0.547, -2.275, -1.004], [0.259, -1.261, -1.167], [0.787, -3.568, -0.310], [-0.741, -4.317, -0.725], [-1.543, -2.171, -1.479], [-0.185, -0.370, -1.380], [1.178, -1.181, -0.598], [-1.377, 4.316, -0.838], [-2.209, 4.047, 0.519], [-1.388, 3.917, 0.043], [0.754, 2.244, 1.927], [2.174, 2.045, 1.291], [1.430, 1.592, 1.715], [3.090, -0.659, 0.778], [1.689, 0.041, 1.055], [2.187, -0.572, 0.458], [-1.138, 0.453, 0.574], [-2.400, 0.983, -0.206], [-1.848, 0.214, -0.030]], "mulliken_charge": [-0.310, 0.240, -0.326, 0.229, 0.260, 0.316, 0.308, 0.261, 0.323, 0.326, -0.637, 0.321, 0.329, -0.682, 0.294, 0.419, -0.657, 0.304, 0.318, -0.633]}